Record 1
DFT (ωB97M-V/def2-TZVPD) results for a 2-piece molecular cluster, C5H17N3 overall at a distorted geometry.

## Properties
- Gap between HOMO and LUMO: 10.4 eV
- E_tot: -9912.1571 eV

```
! wB97M-V def2-TZVPD RIJCOSX def2/J DEFGRID3
* xyz 2 1
C 1.5599 -1.3775 -0.3257
C -1.9014 0.3875 1.5228
C 0.3391 0.8820 -0.4284
C 1.4941 0.0593 0.2364
C -1.4884 -0.0746 0.1088
N -1.4834 -1.4421 -0.0593
N 2.7247 0.8295 -0.0236
N -2.3517 0.3982 -1.0182
H 2.6068 -1.7824 -0.1525
H 0.8572 -1.9807 0.2211
H 1.2134 -1.4970 -1.4035
H -1.0380 0.1224 2.1970
H -2.0692 1.5336 1.5525
H -2.7998 -0.1933 1.7961
H 0.6675 1.0775 -1.4203
H 0.1522 1.9820 -0.1682
H 1.1943 0.0594 1.3435
H -1.5675 -1.9469 0.8255
H -0.9774 -1.9538 -0.8075
H 3.3588 0.7290 0.7850
H 2.4403 1.8537 -0.1576
H 3.1797 0.4971 -0.8786
H -1.9135 0.5449 -1.9709
H -3.0758 1.0551 -0.9341
H -2.9630 -0.3894 -1.3081
*
```

***

Record 2
DFT (ωB97M-V/def2-TZVPD) results for a 2-piece molecular cluster, C5H17N4P2 overall at a distorted geometry.

## Properties
- Gap between HOMO and LUMO (alpha / beta): 7.8 / 7.6 eV
- E_tot: -29991.6560 eV

```
! wB97M-V def2-TZVPD RIJCOSX def2/J DEFGRID3
* xyz 1 1
C 1.5911 -2.2613 1.1040
C -4.1426 -1.3118 -0.1327
C 0.2068 3.4339 -0.5156
C 2.3896 -1.3687 0.1641
C 1.6126 -0.9658 -1.0969
N -1.0659 1.0090 -0.0343
N 0.9583 1.7987 1.5934
N -3.0761 -0.3484 -0.2579
N 1.9549 0.3381 -1.5017
P -1.5750 -0.4714 0.3625
P 0.3491 1.7233 0.0587
H 0.7229 -1.7368 1.5037
H 1.2453 -3.1527 0.5867
H 2.2114 -2.5781 1.9381
H -3.7866 -2.1784 0.4216
H -4.9860 -0.8747 0.4052
H -4.4910 -1.6336 -1.1147
H 1.1976 3.8787 -0.5846
H -0.4032 3.9868 0.1985
H -0.2623 3.4419 -1.4955
H 3.3035 -1.8805 -0.1350
H 2.6924 -0.4529 0.6756
H 1.8013 -1.6761 -1.9143
H 0.5067 -1.0817 -0.8915
H 1.8028 2.3476 1.6971
H 1.0147 0.9346 2.1186
H -3.3214 0.5083 -0.7479
H 1.5491 0.5718 -2.4051
*
```

***

Record 3
DFT (ωB97M-V/def2-TZVPD) results for a 3-piece molecular cluster, C5H17NO2 overall at a distorted geometry.

## Properties
- Gap between HOMO and LUMO: 9.0 eV
- SMILES string: CCCCNC.O.O
- E_tot: -11043.2044 eV

```
! wB97M-V def2-TZVPD RIJCOSX def2/J DEFGRID3
* xyz 0 1
C 1.2859 0.3960 -1.9468
C -0.0269 -0.3149 -1.9452
C -0.6509 -0.2876 -0.5486
C -0.6297 -1.5894 0.2164
N -2.1093 -2.0572 0.1184
C -2.4326 -2.9180 -1.0361
H 1.0488 1.4617 -1.6996
H 1.9503 0.4706 -2.8192
H 1.7987 -0.1608 -1.1430
H -0.6419 0.0982 -2.8503
H 0.1144 -1.3323 -2.4010
H -0.3026 0.4955 0.1001
H -1.7077 -0.0677 -0.6734
H 0.0393 -2.3357 -0.2168
H -0.4998 -1.4948 1.2781
H -2.7083 -1.1883 0.1190
H -1.6165 -3.7477 -1.4459
H -3.2146 -3.7746 -0.9811
H -2.8436 -2.3492 -1.8974
H 4.4906 3.2535 1.5599
H 3.6174 2.4212 2.6004
O 4.3315 3.0781 2.4671
H -0.4004 3.5121 4.3774
H 0.7199 4.4666 4.7935
O 0.3879 3.9647 3.9744
*
```

***

Record 4
DFT (ωB97M-V/def2-TZVPD) results for a 3-piece molecular cluster, C5H17NO2 overall at a distorted geometry.

## Properties
- Gap between HOMO and LUMO: 10.2 eV
- SMILES string: CC(C)[C@H](C)N.O.O
- E_tot: -11045.4391 eV

```
! wB97M-V def2-TZVPD RIJCOSX def2/J DEFGRID3
* xyz 0 1
C 1.0868 -0.7837 0.4114
C 0.9576 0.7279 0.1675
C 0.9851 1.0445 -1.3638
C 1.0726 2.5427 -1.5842
C -0.2781 0.4543 -1.9865
N -0.2809 1.0962 0.8693
H 1.7065 -1.0715 1.2746
H 0.1346 -1.1804 0.7776
H 1.5935 -1.3866 -0.3475
H 1.7428 1.2887 0.6694
H 1.8162 0.5906 -1.9262
H 0.9425 2.7124 -2.6492
H 2.0156 2.9140 -1.1787
H 0.3220 3.1200 -1.0459
H -0.5751 -0.5396 -1.6427
H -1.1503 1.0820 -2.0363
H -0.1244 0.2175 -3.0516
H -0.4625 2.0853 0.9451
H -1.0812 0.6432 0.4457
H -3.8534 -4.2094 1.4634
H -2.2598 -4.3505 1.2338
O -3.1265 -4.5444 0.9140
H 0.1949 -1.3089 3.1907
H -0.8478 -0.3110 2.8534
O -0.5306 -0.8332 3.5967
*
```

***

Record 5
DFT (ωB97M-V/def2-TZVPD) results for a 2-piece molecular cluster, C5H17NO2P2 overall.

## Properties
- Gap between HOMO and LUMO: 4.8 eV
- E_tot: -29619.0065 eV

```
! wB97M-V def2-TZVPD RIJCOSX def2/J DEFGRID3
* xyz 0 1
C -1.2256 0.3306 2.4161
P -2.6039 -0.1332 1.2959
O -3.7099 1.0475 1.5685
P -1.8942 0.4505 -0.7050
C -0.6267 -0.6808 -1.3436
C 0.3018 -1.2742 -0.2837
C 1.5857 -0.5434 0.0896
C 2.0315 0.6377 -0.7422
N 1.2975 1.9048 -0.4782
H -0.2893 0.3183 1.8674
H -1.3547 1.3225 2.8294
H -1.1723 -0.4282 3.1837
H -3.2793 1.9193 1.6454
H -3.0164 0.3044 -1.5246
H -1.5577 1.8053 -0.8266
H -0.1173 -0.2333 -2.1880
H -1.2234 -1.4949 -1.7478
H -0.2809 -1.4976 0.6097
H 0.6345 -2.2279 -0.6911
H 1.6459 -0.2474 1.1405
H 2.3103 -1.3392 -0.0925
H 2.0031 0.3632 -1.7913
H 3.0735 0.8027 -0.4995
H 0.6901 1.7858 0.3221
H 0.7487 2.1575 -1.2894
O 2.5437 -2.5297 -1.4817
H 3.4852 -2.5205 -1.2831
*
```

***

Record 6
DFT (ωB97M-V/def2-TZVPD) results for C5H18AgN2O5 as an isolated structure at a distorted geometry.

## Properties
- Gap between HOMO and LUMO (alpha / beta): 2.2 / 4.6 eV
- <S²>: 0.75
- E_tot: -22687.5866 eV

```
! wB97M-V def2-TZVPD RIJCOSX def2/J DEFGRID3
* xyz -2 2
Ag 0.3473 -0.6053 1.0743
O -0.2267 -1.1588 3.2555
H -0.4305 -0.2699 3.6060
O 1.7005 -2.5280 1.5873
H 1.3301 -2.5716 0.6843
C -0.8367 3.2339 3.1881
C 0.2226 2.2897 2.6199
O -0.2919 1.7835 1.4553
H -1.0260 4.1190 2.5807
H -0.6507 3.4046 4.2484
H -1.7410 2.6254 3.1854
H 0.4248 1.5115 3.3558
H 1.0824 2.9315 2.4279
H -0.4037 2.5441 0.8804
C -1.9781 -1.6253 -2.2369
C -1.9075 -0.6238 -1.0139
O -1.7564 -1.4168 0.1399
H -1.0421 -1.9647 -2.6804
H -2.5469 -1.0949 -3.0006
H -2.6241 -2.4576 -1.9573
H -2.9072 -0.2239 -0.8446
H -1.1290 0.1297 -1.1335
H -2.5187 -1.9482 0.3812
C 1.9853 -0.7586 -2.3725
O 1.1564 -0.5718 -1.5079
N 3.0455 -1.4670 -2.2255
N 1.9090 -0.1940 -3.5196
H 3.2711 -1.9289 -1.3562
H 3.7193 -1.4402 -2.9775
H 1.2142 0.5348 -3.5988
H 2.6086 -0.2587 -4.2452
*
```

***

Record 7
DFT (ωB97M-V/def2-TZVPD) results for a 3-piece molecular cluster, C5H18N2O3 overall at a distorted geometry.

## Properties
- Gap between HOMO and LUMO: 9.3 eV
- SMILES string: CNC[C@H](C)NCO.O.O
- E_tot: -14595.9705 eV

```
! wB97M-V def2-TZVPD RIJCOSX def2/J DEFGRID3
* xyz 0 1
C -1.0219 -0.8490 0.9149
N -0.0866 -1.0369 2.0139
C 0.8388 -2.1069 1.7237
C -0.4972 0.1618 -0.0760
C -0.6716 1.6853 0.2670
N -1.3133 -0.1892 -1.2689
C -0.7855 -0.7570 -2.4578
O -0.5998 0.2235 -3.4539
H -2.0779 -0.4683 1.3557
H -1.2972 -1.8145 0.3037
H -0.5428 -1.0970 2.9417
H 1.6346 -1.9328 2.6767
H 1.4981 -1.7155 0.9025
H 0.4997 -3.1133 1.6283
H 0.6062 0.1279 -0.2939
H -1.3526 1.7329 1.2251
H 0.1696 2.2096 0.7494
H -1.0608 2.3863 -0.4934
H -2.1338 0.2559 -1.1939
H -1.5309 -1.4364 -2.9848
H 0.1649 -1.2437 -2.2150
H 0.1529 0.8616 -3.2228
H 1.4674 0.7386 1.5237
H 1.2313 1.6083 2.6764
O 1.7922 1.6436 1.9840
H 2.0740 1.4500 -1.1205
H 1.3052 0.8723 -2.3028
O 1.5371 1.8029 -1.8029
*
```

***

Record 8
DFT (ωB97M-V/def2-TZVPD) results for C5H18N2OSb as an isolated structure.

## Properties
- Gap between HOMO and LUMO: 7.0 eV
- E_tot: -17037.5997 eV

```
! wB97M-V def2-TZVPD RIJCOSX def2/J DEFGRID3
* xyz -1 1
C -2.4578 1.1703 -2.3374
O -1.9923 2.0220 -1.3292
C -0.6077 1.8321 -1.0144
Sb -0.2257 0.6401 0.8485
C 0.2147 -0.5865 2.6520
N -0.7719 -1.6928 2.8108
C 1.8426 0.1382 0.0628
C 1.8676 -1.3047 -0.4323
N 1.3508 -1.4696 -1.7958
H -2.0898 0.1497 -2.2113
H -3.5473 1.1624 -2.2934
H -2.1591 1.5152 -3.3396
H -0.1051 1.3386 -1.8520
H -0.1233 2.8026 -0.8837
H 0.4045 2.1043 1.6317
H -1.8466 0.9816 1.4402
H -0.8747 -0.8032 0.0049
H 1.2294 -0.9833 2.5536
H 0.2211 0.0479 3.5349
H -0.4262 -2.4908 2.2886
H -0.7886 -1.9801 3.7853
H 2.5064 0.2706 0.9166
H 2.1272 0.8208 -0.7369
H 2.8798 -1.7138 -0.3741
H 1.2411 -1.9220 0.2167
H 0.3506 -1.2962 -1.7729
H 1.7803 -0.7536 -2.3735
*
```

***

What did the fourth record say?
DFT (ωB97M-V/def2-TZVPD) results for a 3-piece molecular cluster, C5H17NO2 overall at a distorted geometry.

## Properties
- Gap between HOMO and LUMO: 10.2 eV
- SMILES string: CC(C)[C@H](C)N.O.O
- E_tot: -11045.4391 eV

```
! wB97M-V def2-TZVPD RIJCOSX def2/J DEFGRID3
* xyz 0 1
C 1.0868 -0.7837 0.4114
C 0.9576 0.7279 0.1675
C 0.9851 1.0445 -1.3638
C 1.0726 2.5427 -1.5842
C -0.2781 0.4543 -1.9865
N -0.2809 1.0962 0.8693
H 1.7065 -1.0715 1.2746
H 0.1346 -1.1804 0.7776
H 1.5935 -1.3866 -0.3475
H 1.7428 1.2887 0.6694
H 1.8162 0.5906 -1.9262
H 0.9425 2.7124 -2.6492
H 2.0156 2.9140 -1.1787
H 0.3220 3.1200 -1.0459
H -0.5751 -0.5396 -1.6427
H -1.1503 1.0820 -2.0363
H -0.1244 0.2175 -3.0516
H -0.4625 2.0853 0.9451
H -1.0812 0.6432 0.4457
H -3.8534 -4.2094 1.4634
H -2.2598 -4.3505 1.2338
O -3.1265 -4.5444 0.9140
H 0.1949 -1.3089 3.1907
H -0.8478 -0.3110 2.8534
O -0.5306 -0.8332 3.5967
*
```